Record 1
Density functional theory data (ωB97M-V/def2-TZVPD) for one molecule with the formula C2H3FSi.

Properties
- Total charge: 0
- F_max: 8.29 eV/A
- Frontier orbital gap: 10.69 eV
- E_tot: -467.22525 Ha
- Multiplicity: 1
- SMILES: FC#C[SiH3]
- Energy above the lowest of the compared OMol25 structures with the same formula, charge and spin: 75.3 kcal per mole

```
7
Properties=species:S:1:pos:R:3:mulliken_charge:R:1
Si -0.247 -0.002 -0.036 0.33
F -4.641 -0.009 -0.007 -0.21
C -2.077 -0.265 0.173 -0.45
C -3.374 -0.107 0.022 0.55
H 0.084 -0.524 1.319 -0.07
H 0.158 -0.610 -1.286 -0.08
H 0.307 1.438 0.108 -0.07
```

=====

Record 2
Density functional theory data (ωB97M-V/def2-TZVPD) for C25H33FN8O4S2Zn as an isolated structure.

Properties
- Total charge: +2
- F_max: 1.24 eV/A
- Frontier orbital gap: 7.74 eV
- E_tot: -4386.76039 Ha
- Multiplicity: 1
- Energy above the lowest of the compared OMol25 structures with the same formula, charge and spin: 0.1 kcal per mole

```
74
Properties=species:S:1:pos:R:3:mulliken_charge:R:1
Zn -3.237 0.341 -0.073 0.24
S -3.897 1.117 -4.658 -0.18
S -7.848 0.217 0.269 -0.14
F 3.324 0.498 -2.291 -0.40
O -3.071 0.130 1.784 -0.35
O -1.115 0.404 -0.180 -1.05
O -3.186 -1.619 -0.465 -0.29
O -2.328 0.134 3.864 -0.77
N 7.161 -0.798 -1.755 -0.07
N 5.268 0.693 -0.203 0.09
N -3.267 -3.838 -0.166 -0.43
N -3.309 -2.953 -2.287 -0.37
N 1.572 0.439 2.932 0.30
N -3.155 2.497 0.170 -0.58
N -3.628 0.672 -2.160 0.90
N -5.327 0.358 -0.042 0.88
C -5.307 0.931 -3.704 -0.51
C 2.447 0.539 4.090 -1.04
C -0.336 0.359 0.796 1.35
C 1.594 0.466 -0.728 -0.70
C -6.226 0.215 0.886 0.43
C 2.044 0.458 1.644 -0.22
C 3.066 -0.809 4.449 -0.98
C -3.264 -2.746 -0.951 0.41
C -7.238 0.443 -1.316 -0.59
C -5.980 0.091 2.332 -1.04
C 3.415 0.531 1.343 -0.86
C 5.799 1.231 -1.431 -0.96
C -0.707 0.266 2.168 -0.17
C -2.929 0.865 -3.234 0.26
C -1.453 0.824 -3.292 -0.44
C 6.229 -0.165 0.440 -0.73
C 6.199 0.126 -2.419 -0.66
C 1.113 0.426 0.581 0.32
C -5.873 0.498 -1.287 0.09
C -4.974 0.704 -2.398 -0.43
C -2.155 0.161 2.659 0.07
C 6.602 -1.338 -0.485 -0.77
C 2.934 0.523 -0.987 0.31
C 0.248 0.313 3.138 -0.21
C 3.896 0.571 0.039 -0.15
H 5.710 -1.924 -0.722 0.34
H -1.119 0.058 -3.993 0.44
H -7.904 0.535 -2.151 0.45
H 7.133 0.412 0.676 0.34
H 2.291 -1.512 4.743 0.34
H -3.327 -2.152 -2.892 0.14
H 5.079 1.899 -1.899 0.48
H 3.754 -0.687 5.281 0.39
H -3.377 -4.770 -0.520 0.17
H -2.305 2.925 -0.181 0.25
H 7.411 -1.564 -2.392 0.35
H -3.946 3.019 -0.191 0.31
H 6.688 1.825 -1.184 0.39
H -0.104 0.270 4.161 0.61
H 1.844 0.889 4.928 0.44
H 0.897 0.431 -1.548 0.56
H 4.132 0.583 2.146 0.66
H 5.826 -0.557 1.372 0.40
H -6.899 -0.108 2.876 0.51
H 3.215 1.295 3.904 0.45
H -5.253 -0.694 2.522 0.18
H -6.280 1.004 -4.145 0.49
H -1.053 1.781 -3.626 0.44
H -5.534 1.008 2.714 0.23
H 5.321 -0.446 -2.723 0.44
H -3.153 2.606 1.179 0.25
H 7.341 -1.982 -0.007 0.45
H -1.094 0.595 -2.293 -0.51
H 8.028 -0.286 -1.543 0.38
H 6.660 0.558 -3.306 0.35
H 3.612 -1.228 3.607 0.29
H -3.239 -3.699 0.828 0.23
H -3.462 -3.860 -2.692 0.19
```

=====

Record 3
Density functional theory data (ωB97M-V/def2-TZVPD) for C10H3Cl5N3PdS2 as an isolated structure.

Properties
- Total charge: -1
- F_max: 0.49 eV/A
- Frontier orbital gap (alpha / beta): 6.38 / 6.32 eV
- E_tot: -3772.43736 Ha
- Expectation value of S²: 2.0176
- Multiplicity: 3
- Energy above the lowest of the compared OMol25 structures with the same formula, charge and spin: 0.7 kcal per mole

```
24
Properties=species:S:1:pos:R:3:mulliken_charge:R:1
Pd -0.749 -0.753 0.215 -0.46
Cl 1.186 -2.453 -0.988 -0.20
Cl 0.063 2.755 -0.842 -0.21
Cl 3.802 -1.882 -2.736 -0.20
Cl 4.501 1.093 -3.473 -0.20
Cl 2.630 3.402 -2.523 -0.20
S 0.293 -0.756 2.365 -0.37
S -2.771 -0.315 1.299 -0.33
N -0.472 -0.018 5.902 -0.48
N -4.163 0.649 4.581 -0.51
N -2.029 -1.059 -1.799 -0.63
C 2.251 1.767 -2.110 -0.33
C -0.723 -0.145 4.785 -0.08
C -2.294 -0.092 2.945 0.52
C 1.653 -0.810 -1.464 1.78
C 1.118 1.459 -1.356 1.08
C 2.792 -0.583 -2.216 -0.58
C 3.092 0.739 -2.539 0.79
C -3.319 0.326 3.867 -0.02
C -1.016 -0.305 3.377 0.58
C 0.791 0.164 -1.008 -1.67
H -2.407 -0.139 -1.988 0.26
H -2.795 -1.716 -1.724 0.23
H -1.433 -1.330 -2.571 0.25
```

=====

Record 4
Density functional theory data (ωB97M-V/def2-TZVPD) for a 2-piece molecular cluster, C3H8S2 overall.

Properties
- Total charge: -1
- F_max: 1.49 eV/A
- Frontier orbital gap (alpha / beta): 5.14 / 7.15 eV
- E_tot: -915.41365 Ha
- Expectation value of S²: 0.7538
- Multiplicity: 2
- Energy above the lowest of the compared OMol25 structures with the same formula, charge and spin: 44.0 kcal per mole

```
13
Properties=species:S:1:pos:R:3:mulliken_charge:R:1
S -0.590 -2.301 1.119 -0.52
S 1.425 -2.038 -0.208 -0.40
C -1.076 0.723 -1.206 -0.35
C 1.937 -0.463 0.499 -0.68
C -1.205 1.491 -0.118 -0.49
H 2.398 -0.583 1.478 0.30
H -1.075 1.237 -2.166 0.24
H -0.831 2.513 -0.033 0.24
H 2.564 0.123 -0.183 0.24
H -1.655 -1.778 0.466 -0.01
H -1.132 -0.354 -1.114 0.06
H 1.081 0.183 0.734 0.12
H -1.842 1.246 0.733 0.24
```

=====

Record 5
Density functional theory data (ωB97M-V/def2-TZVPD) for a 2-piece molecular cluster, C4H7NOS2 overall.

Properties
- Total charge: 0
- F_max: 6.78 eV/A
- Frontier orbital gap: 8.18 eV
- E_tot: -1082.72925 Ha
- Multiplicity: 1
- Energy above the lowest of the compared OMol25 structures with the same formula, charge and spin: 166.7 kcal per mole

```
15
Properties=species:S:1:pos:R:3:mulliken_charge:R:1
S -0.723 1.606 -2.401 -0.27
S 0.659 -2.090 0.382 -0.10
O -1.124 0.598 0.944 -0.16
N -1.571 -0.628 1.225 -0.35
C 1.082 -0.338 0.591 -0.98
C 0.086 0.479 -1.376 -0.63
C 0.054 0.642 0.185 -0.04
C -0.918 -1.703 0.830 -0.02
H -1.569 -2.594 1.412 0.32
H 1.083 0.032 -1.610 0.39
H 1.228 -0.393 1.813 0.40
H -0.451 3.017 -1.148 0.12
H -0.238 -0.534 -1.605 0.33
H 2.097 0.259 0.121 0.37
H 0.303 1.647 0.638 0.61
```

=====

Record 6
Density functional theory data (ωB97M-V/def2-TZVPD) for C28H39BN7NiS4 as an isolated structure.

Properties
- Total charge: +1
- F_max: 1.54 eV/A
- Frontier orbital gap (alpha / beta): 6.18 / 6.18 eV
- E_tot: -4599.44654 Ha
- Multiplicity: 1
- Energy above the lowest of the compared OMol25 structures with the same formula, charge and spin: 0.0 kcal per mole

```
80
Properties=species:S:1:pos:R:3:mulliken_charge:R:1
Ni -3.600 -0.942 -1.035 -0.98
S -3.751 0.799 -2.353 -0.20
S -3.142 -2.776 0.096 -0.43
S -3.777 -2.145 -3.199 -0.28
S -4.531 0.193 0.795 -0.26
N -1.036 -1.761 -3.735 -0.49
N -1.918 -0.021 1.125 0.20
N -0.897 -1.583 -0.596 0.82
N -0.126 1.422 -0.987 -0.30
N 0.364 -1.458 -0.966 -0.28
N -1.353 0.930 -1.202 0.59
N -0.752 -0.030 1.781 -0.19
C 3.252 -3.605 -1.903 -2.41
C -4.453 0.553 3.816 -1.94
C -0.738 0.178 3.065 0.13
C 0.781 1.565 4.440 -1.71
C -2.255 1.528 -2.009 0.31
C -1.941 2.786 -2.595 0.45
C 0.562 -0.893 4.897 -1.77
C -1.949 0.387 3.780 -0.43
C 0.223 2.541 -1.561 0.36
C 0.590 0.181 3.799 2.24
C -2.974 3.503 -3.398 -2.07
C 1.632 3.079 -1.395 2.16
C 2.526 -2.301 -1.577 2.50
C -1.498 -2.773 -0.383 0.80
C -2.160 -1.915 -3.497 0.51
C -0.764 -3.964 -0.579 0.16
C 1.572 4.481 -0.771 -1.75
C -1.429 -5.289 -0.404 -1.92
C 3.237 -1.616 -0.398 -1.17
C 1.082 -2.532 -1.168 -0.53
C 0.528 -3.821 -0.999 -0.59
C -0.698 3.276 -2.354 -0.67
C 1.741 -0.103 2.839 -1.31
C 2.532 -1.390 -2.814 -1.38
C -3.106 0.186 1.712 0.42
C 2.269 3.150 -2.794 -1.68
C -3.140 0.391 3.124 0.47
C 2.478 2.173 -0.511 -1.62
B -1.777 -0.331 -0.388 1.22
H 2.566 1.185 -0.954 0.03
H -3.834 3.731 -2.765 0.40
H 3.561 -1.170 -3.104 0.45
H 0.387 -1.883 4.473 0.37
H 2.033 2.075 0.475 0.08
H 2.280 2.164 -3.261 0.29
H 2.587 4.860 -0.645 0.47
H 1.115 -4.703 -1.212 0.59
H 2.007 -0.459 -2.605 -0.01
H 2.688 -0.072 3.378 0.60
H 4.245 -1.321 -0.695 0.47
H -5.065 -0.337 3.656 0.41
H 2.786 -4.130 -2.740 0.47
H -4.315 0.711 4.883 0.39
H 1.761 0.642 2.047 -0.28
H 2.686 -0.735 -0.075 -0.07
H -5.006 1.394 3.393 0.42
H 2.028 -1.876 -3.650 0.45
H 3.297 -4.269 -1.037 0.48
H 3.319 -2.302 0.449 0.36
H -2.579 4.428 -3.810 0.39
H 4.278 -3.371 -2.188 0.42
H -0.002 1.786 5.168 0.37
H -1.932 0.513 4.854 0.40
H 3.476 2.599 -0.403 0.52
H -2.262 -5.374 -1.105 0.39
H -1.846 -5.383 0.600 0.40
H 1.737 3.839 -3.451 0.36
H 1.096 4.447 0.211 0.35
H 1.522 -0.906 5.413 0.48
H -0.729 -6.102 -0.581 0.39
H 1.629 -1.084 2.375 0.33
H -0.209 -0.695 5.642 0.35
H 1.737 1.595 4.964 0.47
H -0.420 4.236 -2.766 0.39
H -3.333 2.870 -4.211 0.47
H 1.029 5.191 -1.396 0.34
H 3.299 3.499 -2.708 0.49
H 0.780 2.352 3.684 0.33
```

=====

Record 7
Density functional theory data (ωB97M-V/def2-TZVPD) for a 5-piece molecular cluster, C17H41INO21P4S2 overall.

Properties
- Total charge: -1
- F_max: 10.14 eV/A
- Frontier orbital gap: 3.96 eV
- E_tot: -4765.98192 Ha
- Multiplicity: 1
- Energy above the lowest of the compared OMol25 structures with the same formula, charge and spin: 464.2 kcal per mole

```
87
Properties=species:S:1:pos:R:3:mulliken_charge:R:1
I -7.289 5.369 -5.046 -0.01
S -6.732 8.691 -8.759 1.05
S -3.987 9.361 -8.090 0.92
P 3.886 -6.509 3.733 0.97
P -4.514 1.108 -2.552 1.09
P -2.387 -3.016 1.893 0.97
P 7.907 -0.637 5.872 1.02
O 2.292 -5.958 3.345 -0.18
O -2.888 10.125 -8.926 -0.69
O -7.557 8.023 -9.904 -0.64
O 3.839 -5.621 5.117 -0.37
O -6.108 1.659 -2.940 -0.27
O -1.571 -2.473 0.711 -0.65
O 4.450 -5.650 2.592 -0.64
O -3.950 1.967 -3.693 -0.66
O -2.899 -4.542 1.551 -0.34
O 7.881 -1.501 7.142 -0.65
O -2.921 0.556 -2.165 -0.17
O 6.316 -1.190 5.477 -0.18
O -3.834 -2.359 1.211 -0.33
O 8.508 -1.521 4.621 -0.34
O -4.645 10.425 -7.179 -0.60
O 5.479 -7.061 4.120 -0.32
O -7.784 5.608 -8.077 -0.44
O -0.939 -3.673 2.576 -0.17
O -4.561 1.996 -1.168 -0.34
O -7.277 10.170 -8.675 -0.64
O 9.498 -0.084 6.267 -0.32
N -5.052 8.623 -9.260 -0.43
C -3.094 8.148 -6.963 -0.41
C -2.674 5.334 -8.155 -0.49
C -0.110 -2.712 3.202 -0.69
C -3.509 2.905 -0.894 -0.64
C -7.390 6.356 -7.045 0.29
C -2.300 -0.224 -3.171 -0.78
C 4.891 -4.712 5.391 -0.60
C -2.942 6.630 -7.623 -0.04
C 6.100 -7.841 3.114 -0.70
C -7.001 7.946 -7.065 -0.38
C -6.668 1.041 -4.083 -0.72
C 1.732 -6.576 2.202 -0.70
C 5.289 -0.577 6.233 -0.77
C -3.869 -0.945 1.136 -0.77
C 9.568 -2.429 4.861 -0.62
C -3.304 -4.856 0.231 -0.58
C 9.583 0.692 7.448 -0.68
H -7.883 8.530 -6.518 0.35
H 9.622 0.038 8.323 0.27
H -3.555 8.087 -5.866 0.33
H -3.329 -0.604 0.249 0.32
H 0.673 -3.235 3.757 0.19
H -3.925 3.772 -0.372 0.24
H -2.830 -4.212 -0.515 0.29
H 1.818 -7.663 2.285 0.33
H -5.993 8.072 -6.455 0.16
H 10.517 -1.944 4.622 0.25
H 4.475 -3.845 5.913 0.18
H -2.778 2.422 -0.241 0.22
H 5.378 -8.521 2.655 0.30
H -0.698 -2.111 3.902 0.32
H 6.899 -8.430 3.574 0.25
H 5.402 0.511 6.203 0.36
H -3.026 -5.893 0.018 0.23
H -1.501 -0.813 -2.711 0.23
H 2.236 -6.230 1.297 0.32
H -3.433 -0.502 2.036 0.33
H 6.540 -7.190 2.355 0.28
H -7.727 1.309 -4.142 0.25
H 10.502 1.283 7.412 0.25
H -6.164 1.387 -4.988 0.32
H -1.860 0.428 -3.931 0.27
H 8.728 1.371 7.524 0.30
H 9.589 -2.781 5.895 0.32
H 5.387 -4.363 4.482 0.36
H 9.443 -3.294 4.203 0.24
H 0.354 -2.065 2.455 0.31
H -3.022 -0.904 -3.630 0.34
H 5.318 -0.925 7.268 0.33
H -2.340 4.192 -8.255 0.32
H -4.912 -0.626 1.054 0.28
H -4.390 -4.763 0.156 0.24
H 5.622 -5.195 6.044 0.30
H -6.582 -0.046 -4.000 0.31
H 0.673 -6.308 2.143 0.20
H 4.324 -0.845 5.795 0.23
H -3.013 3.254 -1.803 0.34
H -1.997 8.588 -6.802 0.35
```